Below is a molecular structure, C19H21CoFN2, with properties calculated with the ωB97M-V functional and the def2-TZVPD basis.

The calculation puts the highest occupied orbital energy (alpha / beta) at -6.948 / -7.759 eV. The calculation puts the HOMO-LUMO gap (alpha / beta) at 0.227 / 0.244 Ha. Its expectation value of S² is 3.7823. As for the LUMO energy (alpha / beta): -0.8 / -1.1 eV. As for the energy relative to the best compared isomer or geometry (same formula, charge and spin): 0.0 kJ/mol.

The geometry in ORCA input format:
```
! RIJCOSX wB97M-V def2-TZVPD def2/J DEFGRID3
* xyz 0 4
Co 0.28 0.05 -0.40
F -3.37 0.63 4.51
N 0.80 -1.67 -0.18
N -0.82 -0.62 -1.70
C -2.77 -0.37 2.43
C 0.52 -3.95 -0.72
C 1.60 0.61 -1.67
C -0.86 0.48 1.15
C -2.39 -0.18 -3.43
C 0.19 -2.62 -0.99
C -2.46 -1.58 -3.60
C -1.52 1.53 3.28
C 2.91 3.93 1.34
C 1.83 4.59 0.51
C 2.03 -3.23 1.11
C -1.65 -2.51 -2.88
C -1.53 0.28 -2.45
C -1.90 -0.41 1.31
C 1.42 -4.23 0.33
C -0.77 -1.98 -1.91
C -0.69 1.49 2.13
C -2.55 0.60 3.40
C 1.73 -1.90 0.79
H 0.05 -4.75 -1.31
H -3.58 -1.11 2.55
H 3.98 4.24 1.23
H 1.05 5.29 0.94
H -3.20 -1.94 -4.31
H 2.70 -3.43 1.97
H -1.74 -3.59 -3.01
H 0.10 2.22 1.96
H -2.11 -1.18 0.60
H 1.66 -5.25 0.60
H 2.17 1.49 -1.31
H -1.37 2.26 4.06
H 2.08 4.85 -0.54
H -3.01 0.56 -3.99
H 2.98 2.86 1.07
H 2.35 -0.19 -1.88
H 1.20 0.88 -2.67
H 2.70 3.78 2.41
H 2.16 -1.01 1.25
H -1.34 1.33 -2.21
H 1.12 3.76 0.24
*
```

Mulliken population analysis, charges in e, atoms 1 to 5: -0.95, -0.35, 0.42, 0.61, -0.73

---

Below is a molecular structure, C41H54N2O2P2Zn, with properties calculated with the ωB97M-V functional and the def2-TZVPD basis.

The calculation puts the highest occupied orbital energy at -6.652 eV. The calculation puts the HOMO-LUMO gap at 0.269 Ha. As for the LUMO energy: 0.7 eV.

The geometry in ORCA input format:
```
! RIJCOSX wB97M-V def2-TZVPD def2/J DEFGRID3
* xyz 0 1
Zn 0.05 0.70 -0.75
P 2.25 1.39 -1.43
P -2.30 1.19 -0.43
O -0.37 -0.88 -2.28
O 0.15 -1.29 -0.19
N 0.06 -3.79 0.71
N 0.16 2.46 0.36
C 0.09 -4.68 1.82
C 3.14 4.05 -1.12
C -2.11 2.11 1.12
C -5.03 0.22 -0.27
C 0.93 -6.64 2.94
C 1.33 1.63 -3.99
C -1.57 3.42 3.50
C 3.57 0.50 -0.49
C -0.71 -4.40 2.92
C 3.06 0.31 0.94
C -1.53 -5.72 -1.98
C -0.99 -5.39 -0.76
C 4.95 1.15 -0.49
C 0.96 4.78 0.39
C -0.51 -4.10 -0.50
C -0.69 -5.22 4.03
C -0.63 -3.13 -1.52
C 2.64 1.35 -3.23
C -3.55 -0.16 -0.26
C 3.76 2.21 -3.80
C -3.19 -1.05 0.94
C 0.94 -5.79 1.82
C 1.86 -6.07 0.67
C -0.58 3.30 2.55
C 1.91 5.71 0.03
C 2.19 3.08 -0.80
C 0.12 -6.34 4.03
C 1.08 3.42 0.02
C -0.82 2.66 1.32
C -3.93 3.02 4.34
C 3.05 5.37 -0.71
C -3.09 2.25 2.09
C -2.99 2.38 -1.67
C 1.82 -7.86 2.96
C -1.18 -3.49 -2.75
C -1.85 3.08 -2.41
C -1.63 -4.77 -3.00
C -3.95 3.41 -1.08
C 4.11 6.38 -1.04
C -0.25 -1.70 -1.34
C -2.85 2.90 3.30
H 0.10 5.10 0.95
H 1.52 -6.93 0.09
H -2.07 -5.03 -3.95
H -2.25 3.76 -3.16
H -0.93 -6.14 0.02
H -1.31 -5.00 4.88
H 0.95 2.62 -3.74
H 3.47 3.26 -3.81
H -5.32 0.78 0.61
H 0.57 0.88 -3.75
H 1.64 -8.50 2.10
H -1.90 -6.72 -2.14
H -1.36 -3.53 2.88
H -1.23 3.65 -1.72
H -3.78 -1.96 0.90
H -2.14 -1.33 0.93
H 2.17 -0.32 0.97
H -3.53 1.75 -2.38
H 4.91 2.15 -0.07
H -3.34 -0.74 -1.16
H 5.63 0.56 0.13
H 0.41 3.69 2.75
H -1.21 2.36 -2.92
H -1.26 -2.72 -3.50
H 3.83 -0.16 1.55
H 4.76 6.02 -1.83
H -5.62 -0.70 -0.30
H 1.63 -8.44 3.86
H -4.87 3.36 3.91
H 0.18 -2.80 0.89
H -4.38 4.02 -1.88
H 2.86 -6.31 1.02
H 2.89 0.29 -3.38
H 0.13 -7.01 4.88
H -4.12 2.06 4.82
H -3.64 3.73 5.12
H 4.70 2.11 -3.26
H 3.67 7.32 -1.38
H -1.35 3.92 4.43
H -5.29 0.80 -1.15
H 3.63 -0.48 -0.97
H -4.77 2.96 -0.52
H 2.82 1.28 1.39
H 4.73 6.61 -0.18
H 1.92 -5.22 0.00
H 4.00 3.76 -1.72
H -3.41 4.08 -0.40
H 1.77 6.74 0.34
H 2.87 -7.58 2.95
H 1.51 1.60 -5.06
H 3.94 1.91 -4.84
H -3.40 -0.54 1.88
H -4.07 1.83 1.92
H 5.39 1.21 -1.48
*
```

Mulliken population analysis, charges in e, atoms 1 to 5: 2.17, -0.22, -0.18, -0.86, -1.63

---

Below is a molecular structure, C22H57AlBNOP, with properties calculated with the ωB97M-V functional and the def2-TZVPD basis.

The calculation puts the highest occupied orbital energy at -3.791 eV. The calculation puts the HOMO-LUMO gap at 0.236 Ha. As for the LUMO energy: 2.6 eV. As for the energy relative to the best compared isomer or geometry (same formula, charge and spin): 14.6 kJ/mol.

The geometry in ORCA input format:
```
! RIJCOSX wB97M-V def2-TZVPD def2/J DEFGRID3
* xyz -1 1
P 0.10 -0.92 -2.11
Al -1.08 -2.70 -3.29
O 0.42 -5.21 -1.99
N -0.46 0.56 -2.40
C -4.06 3.01 2.39
C -0.45 -1.84 4.95
C -4.75 0.57 2.09
C 3.59 2.58 -3.20
C -3.35 -0.03 2.27
C 2.00 -3.48 -4.53
C 0.85 -3.50 -5.55
C -0.21 1.26 5.05
C -4.77 1.98 1.51
C -3.10 -0.95 -0.11
C 2.53 4.80 -2.45
C -0.04 -2.22 6.38
C 0.58 -1.00 4.19
C 4.68 5.66 -1.37
C 1.22 -3.07 6.44
C -2.04 -5.38 -1.59
C 3.80 5.63 -2.62
C -2.51 -0.08 1.00
C 0.97 0.31 4.86
C 2.75 3.32 -2.16
C 2.95 2.56 -4.59
C -0.35 -2.62 -5.18
B -0.83 -4.60 -2.23
H 1.47 -1.02 -2.49
H 2.08 -2.54 6.03
H 0.11 2.21 5.49
H 2.83 3.57 -4.99
H -4.06 -0.58 -0.45
H 1.09 -4.00 5.88
H 1.44 0.12 5.83
H 2.73 -2.70 -4.78
H 0.53 -4.53 -5.72
H 3.23 3.21 -1.18
H -0.98 0.83 5.69
H -2.79 -4.72 -1.14
H 0.87 -5.44 -2.81
H -4.32 1.98 0.52
H -5.81 2.28 1.38
H -1.52 -0.47 1.25
H 0.14 -1.19 -0.70
H 0.17 -0.78 3.20
H -2.56 -5.91 -2.41
H 4.59 3.01 -3.27
H 0.26 1.17 -2.79
H -2.43 -0.95 -0.97
H 5.56 6.28 -1.52
H 1.64 -3.28 -3.52
H 1.27 -3.17 -6.51
H 1.93 5.23 -1.64
H -3.23 -1.98 0.23
H -1.18 -2.85 -5.86
H 4.38 5.26 -3.47
H -5.34 -0.09 1.45
H 1.48 -1.60 4.01
H 5.02 4.66 -1.10
H -3.00 2.76 2.51
H -2.34 0.93 0.61
H -1.72 -6.12 -0.85
H 1.73 0.79 4.24
H -0.87 -2.76 6.84
H 1.96 2.09 -4.55
H -0.66 1.48 4.08
H 1.92 4.91 -3.35
H 2.56 -4.42 -4.50
H -5.25 0.57 3.06
H 3.56 2.00 -5.29
H 1.78 2.83 -2.08
H 4.13 6.06 -0.52
H -4.11 4.00 1.95
H 3.73 1.55 -2.86
H -2.64 -2.25 -3.29
H -0.09 -1.57 -5.39
H 1.47 -3.34 7.47
H -3.45 -1.04 2.67
H -0.65 -2.75 4.39
H -2.80 0.55 3.03
H -4.51 3.05 3.38
H -1.40 -1.30 4.99
H 0.10 -1.31 6.98
H 3.52 6.66 -2.88
*
```

Mulliken population analysis, charges in e, atoms 1 to 5: 0.56, 0.31, -0.57, -0.79, -1.14

---

Below is 2 unconnected molecules or ions with the total composition C3H6N2O, with properties calculated with the ωB97M-V functional and the def2-TZVPD basis.

The calculation puts the highest occupied orbital energy at -9.776 eV. The calculation puts the HOMO-LUMO gap at 0.392 Ha. As for the LUMO energy: 0.9 eV. The SMILES is CN=C=O.C=N. As for the energy relative to the best compared isomer or geometry (same formula, charge and spin): 261.1 kJ/mol.

The geometry in ORCA input format:
```
! RIJCOSX wB97M-V def2-TZVPD def2/J DEFGRID3
* xyz 0 1
O -0.40 1.46 2.34
N -0.96 -0.57 0.52
N 0.72 1.83 0.32
C -0.84 -1.56 1.30
C 1.16 1.39 -0.91
C 0.09 1.60 1.27
H -1.56 -2.54 1.31
H 0.33 1.18 -1.55
H 0.00 -1.73 1.85
H 1.74 2.17 -1.40
H -1.95 -0.46 0.06
H 1.69 0.32 -0.92
*
```

Mulliken population analysis, charges in e, atoms 1 to 5: -0.53, -0.36, -0.27, -0.27, -0.63

---

Below is a molecular structure, C24H37N10O5PdS, with properties calculated with the ωB97M-V functional and the def2-TZVPD basis.

The calculation puts the highest occupied orbital energy (alpha / beta) at -16.026 / -16.170 eV. The calculation puts the HOMO-LUMO gap (alpha / beta) at 0.271 / 0.124 Ha. Its expectation value of S² is 6.0218. As for the LUMO energy (alpha / beta): -8.7 / -12.8 eV. As for the energy relative to the best compared isomer or geometry (same formula, charge and spin): 20.0 kJ/mol.

The geometry in ORCA input format:
```
! RIJCOSX wB97M-V def2-TZVPD def2/J DEFGRID3
* xyz 3 5
Pd -0.05 -0.04 0.44
S 8.79 -3.10 -0.29
O 7.73 -3.83 0.33
O 8.72 -2.96 -1.76
O -0.33 0.30 -1.68
O -0.80 -2.15 -0.01
O 10.07 -3.03 0.33
N 0.27 -0.30 2.76
N -2.57 0.43 -2.00
N 9.02 -0.29 -0.49
N -1.88 1.81 1.01
N 6.83 -1.16 -0.38
N -1.86 3.80 0.34
N 2.10 0.01 0.18
N -0.59 2.13 0.76
N -2.64 2.81 0.76
N 0.91 -1.02 4.77
C 2.80 1.06 0.62
C 2.76 -0.98 -0.44
C -2.41 5.14 0.01
C -2.39 6.09 1.21
C 8.54 0.95 -0.40
C 1.80 -2.30 2.81
C 8.13 -1.23 -0.43
C -0.59 3.37 0.33
C -2.14 -2.33 2.02
C 4.86 0.12 -0.14
C 7.17 1.18 -0.27
C 1.01 -1.22 3.41
C -0.30 0.46 3.68
C 4.17 1.16 0.47
C -1.38 -3.32 -2.13
C -0.97 6.37 1.69
C 4.12 -0.96 -0.62
C 6.34 0.08 -0.26
C -1.70 -2.99 0.74
C 0.10 0.02 4.99
C -3.30 5.61 2.33
C -1.32 0.40 -2.45
C -1.08 0.50 -3.92
C -0.29 -2.82 -1.20
H -2.10 -2.53 -2.35
H -0.98 7.15 2.44
H -0.91 -3.62 -3.07
H -2.93 4.67 2.77
H 9.26 1.76 -0.44
H 1.82 -3.18 3.45
H -0.97 1.28 3.45
H -2.46 -1.29 1.84
H -3.41 4.95 -0.35
H -0.32 6.70 0.88
H 6.80 2.20 -0.21
H -2.57 -3.19 0.11
H -1.98 0.30 -4.50
H -1.80 5.52 -0.81
H -0.74 1.51 -4.14
H -2.78 0.40 -1.01
H 1.41 -2.54 1.83
H -0.53 5.49 2.16
H -3.32 6.35 3.13
H 2.17 -1.81 -0.80
H -2.80 7.02 0.80
H 4.62 -1.79 -1.10
H 1.37 -1.58 5.48
H 0.25 3.97 0.02
H -1.20 -3.95 0.93
H -3.34 0.51 -2.64
H -2.99 -2.86 2.43
H -1.90 -4.19 -1.75
H 0.36 -3.63 -0.88
H -1.35 -2.34 2.78
H 4.68 2.03 0.87
H -4.32 5.45 1.99
H -0.29 -0.19 -4.21
H 0.30 -2.06 -1.71
H 2.23 1.84 1.12
H -0.16 0.39 5.97
H 2.84 -1.96 2.69
*
```

Mulliken population analysis, charges in e, atoms 1 to 5: 0.86, 1.08, -0.51, -0.39, -0.49

---

Below is CH4N2OS in the gas phase, with properties calculated with the ωB97M-V functional and the def2-TZVPD basis.

The calculation puts the highest occupied orbital energy at -8.750 eV. The calculation puts the HOMO-LUMO gap at 0.313 Ha. As for the LUMO energy: -0.2 eV. As for the energy relative to the best compared isomer or geometry (same formula, charge and spin): 400.2 kJ/mol.

The geometry in ORCA input format:
```
! RIJCOSX wB97M-V def2-TZVPD def2/J DEFGRID3
* xyz 0 1
S 2.15 -0.29 -0.37
O 3.31 0.39 0.16
N -0.63 -0.28 -0.66
N -1.87 -0.35 -0.01
C 0.67 0.37 0.15
H -1.83 -0.72 0.97
H -0.19 -1.03 -1.11
H -2.23 0.61 0.08
H 0.62 1.31 0.78
*
```

Mulliken population analysis, charges in e, atoms 1 to 5: 0.26, -0.50, -0.21, -0.51, -0.10

---

| no. | M (g mol⁻¹) |
| --- | --- |
| 1 | 355.32 |
| 2 | 734.23 |
| 3 | 420.47 |
| 4 | 86.09 |
| 5 | 684.11 |
| 6 | 92.12 |